# 1
{"formula": "C3H14O4S", "method": "ωB97M-V/def2-TZVPD", "total_charge": 0, "relative_energy_kj_mol": 731.3, "homo_energy_ev": -9.092, "orbital_gap_ev": 3.48, "total_energy_ha": -821.56500, "species": ["H", "H", "H", "H", "H", "H", "O", "H", "H", "O", "O", "H", "C", "H", "S", "C", "H", "C", "O", "H", "H", "H"], "coordinates": [[-4.598, 0.638, 0.028], [0.153, 1.208, -1.529], [-1.504, 0.741, 1.032], [4.378, -0.797, 1.227], [-0.444, 2.112, 0.634], [-1.628, 1.140, -1.291], [-3.669, 0.655, 0.237], [-1.337, -1.051, -0.629], [0.768, 0.326, 2.214], [-2.379, -1.495, 0.292], [2.917, -1.618, -0.777], [2.290, -2.043, -1.374], [0.675, 0.313, 1.129], [2.496, -0.754, -0.557], [2.129, 0.920, 0.315], [-0.572, 1.028, 0.542], [-2.878, -2.153, 0.792], [-0.660, 0.746, -0.970], [-0.620, -0.630, -1.251], [0.592, -0.738, 0.801], [-3.254, -0.291, 0.262], [4.576, -0.143, 1.512]], "mulliken_charge": [0.274, 0.522, 0.339, -0.029, 0.401, 0.355, -0.700, 0.468, 0.369, -0.872, -0.573, 0.331, -0.293, 0.298, -0.013, -0.612, 0.179, -0.676, -0.507, 0.303, 0.391, 0.047]}

***

# 2
{"formula": "C40H44N4O4Se2SiTa", "method": "ωB97M-V/def2-TZVPD", "total_charge": 3, "homo_energy_ev": -15.737, "orbital_gap_ev": 5.95, "total_energy_ha": -7219.36980, "species": ["H", "C", "C", "Se", "C", "H", "O", "C", "C", "H", "H", "C", "H", "H", "H", "C", "H", "C", "Si", "H", "H", "H", "C", "H", "C", "N", "H", "C", "H", "C", "H", "C", "C", "C", "H", "C", "H", "H", "H", "C", "H", "H", "H", "Se", "H", "C", "C", "C", "O", "C", "H", "H", "N", "C", "C", "H", "H", "H", "H", "H", "N", "H", "C", "H", "C", "C", "H", "C", "C", "H", "O", "H", "C", "N", "C", "H", "C", "H", "C", "O", "H", "C", "Ta", "C", "C", "C", "H", "H", "H", "C", "C", "C", "H", "C", "H", "H"], "coordinates": [[3.197, -0.356, -3.600], [-2.564, 3.502, -2.434], [-5.286, -0.843, -2.951], [-1.435, -2.179, 2.760], [1.780, 0.992, 4.978], [-5.801, -0.878, -3.899], [-1.195, 0.346, 0.026], [-1.005, 2.068, 4.710], [-3.973, -0.735, -0.526], [4.003, -2.635, -1.708], [-3.487, -0.705, 0.446], [3.280, -0.705, 4.220], [-2.716, 5.413, 0.909], [-1.546, -1.068, -3.566], [0.332, 2.618, -2.412], [-2.952, 4.832, -2.414], [-3.975, 2.441, 3.143], [0.930, 0.663, 3.936], [-1.930, 1.036, -1.476], [5.995, -0.961, -0.479], [-2.208, -4.502, -0.229], [2.624, -1.722, 2.447], [-0.689, 0.762, -2.807], [-0.601, -4.219, 3.902], [-0.411, 1.252, 3.763], [1.656, -0.119, 0.044], [1.522, 1.769, 5.679], [2.999, -1.311, -3.122], [-6.720, -2.084, -1.956], [-2.250, 2.827, -1.248], [-0.092, -1.177, -5.538], [-5.146, -1.465, -0.638], [3.917, 0.776, -1.214], [-2.965, 2.122, 3.355], [-2.795, -4.162, 2.226], [1.092, 1.685, -4.173], [3.147, 2.664, -0.712], [4.988, -1.926, 0.578], [4.187, -1.285, 4.306], [0.955, 0.631, -5.068], [6.063, -0.148, 1.914], [4.359, 0.275, 1.811], [-3.311, 6.556, -1.195], [-0.749, -2.539, -0.619], [5.036, -1.431, -2.453], [-3.015, 5.517, -1.211], [-2.308, 1.314, 2.448], [0.275, 1.749, -3.057], [2.360, -2.153, 0.441], [-3.427, -0.044, -1.613], [-0.785, -4.579, 0.821], [1.974, -1.258, -2.738], [2.972, 1.668, -0.612], [0.662, -3.697, -1.298], [-5.803, -1.521, -1.860], [1.343, -3.993, -0.513], [-3.275, -2.784, 1.220], [-3.746, 0.413, -3.700], [5.546, 1.094, 0.801], [-2.035, 3.067, 0.885], [-1.052, 0.884, 2.634], [-0.475, 2.344, 5.607], [-1.582, -3.929, 0.459], [-2.783, 3.152, 5.234], [-0.068, -3.414, 3.399], [0.023, -0.369, -4.831], [0.542, -2.872, 4.115], [2.412, -0.955, 3.176], [-0.790, -0.303, -3.709], [-3.198, 5.337, -3.337], [4.745, 1.221, -1.941], [-5.565, -1.973, 0.219], [4.035, -1.599, -2.053], [1.254, -0.277, 3.017], [-2.423, -3.367, 1.574], [0.121, -4.545, -1.717], [-2.688, 4.872, -0.026], [1.570, 0.596, -5.956], [5.270, 0.130, 1.223], [1.045, 1.863, 0.695], [1.175, -3.160, -2.090], [1.889, 1.237, 0.039], [-0.026, -0.428, 1.147], [3.898, -0.705, -0.800], [-4.114, -0.113, -2.828], [5.105, -0.930, 0.148], [1.807, 2.471, -4.371], [3.022, -2.071, -3.902], [0.535, -3.787, 2.576], [2.973, 0.301, 5.121], [-2.302, 2.515, 4.504], [2.625, -1.080, -0.084], [-2.799, 1.015, 1.534], [-2.316, 3.538, -0.050], [3.646, 0.538, 5.933], [-2.507, 2.999, -3.392]], "mulliken_charge": [0.476, -0.510, -0.923, 0.169, -1.188, 0.455, 0.651, -1.119, 0.596, 0.509, 0.392, -0.911, 0.476, 0.504, 0.657, -0.828, 0.598, 1.108, -0.556, 0.433, 0.605, 0.830, 1.018, 0.479, 0.976, 1.364, 0.542, -0.927, 0.446, 1.200, 0.503, -1.016, -0.957, -1.158, 0.643, -0.796, 0.395, 0.480, 0.616, -0.645, 0.490, 0.143, 0.431, 0.522, 0.485, -0.656, -0.827, -0.394, -0.679, 0.552, 0.512, -0.219, 0.486, -1.217, -0.682, 0.392, -0.121, 0.465, 0.350, 0.448, 0.541, 0.482, -0.951, 0.493, -0.970, -0.816, 0.279, -0.696, -0.357, 0.451, -0.486, 0.501, -1.229, 0.733, -0.483, 0.618, -0.834, 0.445, -1.083, -0.547, 0.155, -0.109, -0.739, 2.429, -0.363, -1.115, 0.499, 0.492, 0.307, -0.823, -0.898, -0.412, 0.885, -0.355, 0.497, 0.389]}

***

# 3
{"formula": "C4H8FNO", "method": "ωB97M-V/def2-TZVPD", "total_charge": 0, "relative_energy_kj_mol": 643.3, "homo_energy_ev": -8.457, "orbital_gap_ev": 7.52, "total_energy_ha": -386.81733, "species": ["H", "H", "H", "C", "C", "C", "H", "C", "H", "H", "N", "H", "H", "O", "F"], "coordinates": [[-1.843, 0.752, 1.342], [0.952, 0.724, -1.518], [1.924, -1.801, 0.871], [0.774, -0.041, 0.571], [-0.551, -0.321, -0.104], [-1.876, -0.056, 0.614], [0.710, 0.522, 1.437], [0.266, 0.831, -0.564], [-2.168, -0.999, 1.273], [-1.958, -1.983, -0.859], [1.931, -0.797, 0.460], [-2.657, 0.078, -0.136], [2.443, -0.799, -0.840], [-0.463, -1.501, -0.759], [0.123, 2.068, -0.203]], "mulliken_charge": [0.333, 0.268, 0.273, -0.922, 1.346, -1.620, 0.464, 0.034, 0.353, 0.322, -0.607, 0.435, 0.309, -0.680, -0.309]}

***

# 4
{"formula": "H17NO7", "method": "ωB97M-V/def2-TZVPD", "total_charge": 0, "relative_energy_kj_mol": 126.1, "smiles": "N.O.O.O.O.O.O.O", "homo_energy_ev": -9.572, "orbital_gap_ev": 9.50, "total_energy_ha": -591.60613, "species": ["H", "H", "H", "H", "H", "H", "H", "O", "H", "O", "H", "H", "O", "H", "H", "O", "H", "H", "O", "O", "H", "H", "O", "N", "H"], "coordinates": [[-1.126, 1.561, 2.678], [-0.143, 0.433, 2.383], [-0.173, -1.115, -0.145], [-2.860, 0.186, -0.237], [-2.456, 1.519, -0.176], [-0.730, 1.373, -2.018], [0.025, -1.975, 1.173], [-2.048, -2.352, -0.874], [3.182, 0.620, 2.172], [3.124, -0.336, 2.014], [1.422, 0.887, 0.443], [-2.209, -1.432, -1.107], [0.698, 1.482, 0.686], [2.187, -0.467, 1.822], [0.130, 2.304, -2.815], [0.297, -1.191, 0.688], [1.591, -0.062, -2.715], [0.876, -1.380, -1.852], [-0.469, 1.558, -2.930], [-0.888, 0.667, 2.945], [-2.076, -2.806, -1.726], [-0.050, 0.876, 0.698], [-2.061, 0.685, -0.483], [1.481, -0.585, -1.869], [2.292, -0.676, -1.283]], "mulliken_charge": [0.280, 0.491, 0.208, 0.271, 0.251, 0.340, 0.235, -0.617, 0.354, -0.680, 0.332, 0.282, -0.575, 0.302, 0.328, -0.485, 0.185, 0.197, -0.641, -0.649, 0.332, 0.160, -0.589, -0.529, 0.218]}

***

# 5
{"formula": "H25O13", "method": "ωB97M-V/def2-TZVPD", "total_charge": -1, "relative_energy_kj_mol": 152.7, "homo_energy_ev": -6.830, "orbital_gap_ev": 9.20, "total_energy_ha": -993.17959, "species": ["O", "H", "O", "H", "H", "O", "H", "O", "H", "O", "H", "O", "H", "H", "O", "H", "H", "O", "H", "H", "H", "H", "H", "O", "H", "O", "H", "H", "O", "H", "H", "H", "O", "O", "H", "H", "H", "H"], "coordinates": [[0.911, -1.904, -3.549], [-1.784, 0.154, -3.471], [-0.904, -0.483, 4.310], [2.185, 1.220, 0.501], [-0.048, -1.939, -3.494], [0.356, -0.672, -0.066], [2.757, -2.590, 0.193], [0.904, 0.669, -2.571], [1.962, 1.017, -1.906], [-0.924, 1.800, 0.649], [1.141, 1.195, -3.346], [-3.336, 1.191, 2.308], [-2.910, 1.428, 1.478], [-0.801, 0.485, -2.362], [-0.346, -3.379, 0.557], [-1.286, -3.637, 0.534], [1.692, 0.366, 1.748], [2.384, -2.149, 0.978], [-1.568, 0.088, 3.821], [1.198, 3.431, -0.079], [-0.084, 1.318, 1.019], [3.047, 0.027, -0.882], [-0.157, -0.344, 3.717], [-1.762, 0.574, -2.609], [-0.039, -3.312, 1.465], [1.355, 4.046, 0.663], [-0.939, 1.606, -0.309], [0.062, -1.638, -0.215], [2.783, 0.943, -0.994], [-2.686, -0.811, -0.295], [0.870, 3.489, 1.301], [-2.607, -2.132, -1.107], [1.729, 1.258, 1.403], [-3.196, -1.555, -0.623], [1.845, -1.460, 0.533], [1.090, -0.991, -3.242], [-3.094, 0.235, 2.140], [0.634, -0.484, -0.974]], "mulliken_charge": [-0.688, 0.276, -0.670, 0.491, 0.276, -0.368, 0.318, -0.895, 0.308, -0.687, 0.194, -0.648, 0.317, 0.239, -0.632, 0.294, 0.232, -0.672, 0.351, 0.308, 0.245, 0.240, 0.325, -0.633, 0.327, -0.656, 0.364, 0.364, -0.931, 0.313, 0.342, 0.289, -0.693, -0.624, 0.269, 0.418, 0.312, 0.383]}

***

# 6
{"formula": "C4H12NO2", "method": "ωB97M-V/def2-TZVPD", "total_charge": 1, "relative_energy_kj_mol": 126.6, "homo_energy_ev": -14.500, "orbital_gap_ev": 11.09, "total_energy_ha": -364.58701, "species": ["H", "O", "H", "C", "H", "H", "H", "N", "C", "H", "H", "O", "H", "H", "C", "H", "H", "C", "H"], "coordinates": [[1.425, 0.400, -0.766], [-0.612, -0.390, -1.761], [-2.062, 0.518, -0.629], [-1.073, 0.069, -0.766], [1.905, -0.028, 0.790], [-2.350, 0.819, 1.978], [-0.189, 2.323, 0.606], [1.204, -0.153, 0.059], [-0.223, 0.117, 0.526], [2.270, -2.278, -2.194], [1.821, -3.142, -1.003], [2.115, -2.258, -1.246], [-1.534, 1.914, 3.046], [1.268, -1.146, -0.340], [-1.627, 1.638, 1.997], [-2.166, 2.468, 1.539], [0.556, 1.434, 1.907], [-0.318, 1.450, 1.245], [-0.413, -0.772, 1.127]], "mulliken_charge": [0.356, -0.423, 0.369, 0.101, 0.327, 0.390, 0.370, -0.374, -0.106, 0.327, 0.329, -0.671, 0.348, 0.362, -1.281, 0.332, 0.310, -0.375, 0.309]}